1.
This record from the Open Molecules 2025 dataset describes a cluster of 6 separate species, C30H61F4NO20S6 in total in a non-equilibrium geometry. The level of theory is wB97M-V/def2-TZVPD.

Its strongest force on any atom is 9.9 eV Å⁻¹. The structure (SMILES) is C#CC[C@H]1C(=O)O[C@@](CCCN)(C(F)(F)C(F)F)[C@H]1CCCS(=O)(=O)O.CCOS(C)(=O)=O.CCOS(C)(=O)=O.CCOS(C)(=O)=O.CCOS(C)(=O)=O.CCOS(C)(=O)=O. As for the LUMO energy: -0.2 eV. The calculated total energy comes out at -150404.1868 eV.

```
! wB97M-V def2-TZVPD RIJCOSX def2/J DEFGRID3
* xyz 0 1
C 0.18 0.10 9.20
C -0.42 -0.77 8.24
C -1.53 -1.66 7.36
C -1.18 -1.59 5.78
C -2.28 -2.67 5.13
O -3.10 -3.52 5.75
O -2.09 -2.36 3.70
C -1.65 -0.96 3.36
C -0.10 -1.32 2.83
C 0.86 -0.01 2.66
C 2.19 -0.01 3.69
N 3.47 0.40 3.00
C -2.67 -0.60 2.17
F -3.44 -1.85 1.81
F -3.70 0.43 2.41
C -1.97 -0.16 0.72
F -3.07 0.55 -0.03
F -1.63 -1.32 -0.14
C -1.65 -0.28 4.85
C -2.82 0.71 5.37
C -2.58 1.50 6.77
C -1.24 2.43 6.88
S -1.56 4.25 6.49
O -2.78 4.76 7.30
O -0.28 5.01 6.98
O -1.76 4.49 4.81
H 0.56 0.77 10.10
H -2.63 -1.33 7.56
H -1.43 -2.80 7.70
H -0.05 -1.90 5.73
H 0.47 -2.04 3.59
H -0.11 -1.94 1.81
H 0.29 1.01 2.94
H 1.31 0.11 1.58
H 2.01 0.70 4.62
H 2.37 -1.09 4.14
H 3.46 1.39 2.67
H 3.72 -0.27 2.24
H -1.12 0.63 0.83
H -0.66 0.39 4.94
H -3.83 0.08 5.38
H -2.94 1.56 4.55
H -2.64 0.84 7.75
H -3.50 2.26 6.87
H -0.31 2.06 6.28
H -0.92 2.41 8.03
H -1.05 5.18 4.58
C 7.09 -1.57 -2.05
C 8.28 -0.92 -1.37
O 7.90 0.25 -0.66
S 7.16 0.08 0.78
C 7.30 1.77 1.30
O 7.98 -0.75 1.64
O 5.76 -0.21 0.55
H 6.39 -1.98 -1.32
H 7.41 -2.39 -2.70
H 6.54 -0.84 -2.65
H 8.80 -1.63 -0.71
H 9.00 -0.61 -2.14
H 8.36 2.01 1.43
H 6.78 1.87 2.25
H 6.85 2.41 0.55
C -4.43 -0.21 -2.87
C -3.37 0.00 -3.93
O -3.83 0.86 -4.96
S -3.89 2.46 -4.68
C -4.13 2.98 -6.36
O -2.58 2.91 -4.25
O -5.09 2.76 -3.93
H -4.63 0.71 -2.32
H -4.12 -0.97 -2.15
H -5.38 -0.53 -3.33
H -2.44 0.38 -3.49
H -3.13 -0.96 -4.40
H -3.25 2.72 -6.95
H -4.27 4.06 -6.36
H -5.02 2.49 -6.75
C -6.01 1.56 -11.82
C -5.41 0.75 -10.69
O -4.02 0.53 -10.89
S -2.99 1.76 -10.59
C -1.49 0.80 -10.63
O -3.20 2.23 -9.23
O -2.98 2.66 -11.72
H -5.63 2.58 -11.83
H -7.10 1.61 -11.73
H -5.76 1.12 -12.79
H -5.59 1.23 -9.72
H -5.89 -0.24 -10.66
H -1.51 0.08 -9.80
H -0.65 1.49 -10.51
H -1.43 0.29 -11.59
C 10.88 -5.60 -5.12
C 11.83 -5.34 -3.96
O 12.37 -4.03 -4.01
S 11.43 -2.78 -3.54
C 12.71 -1.56 -3.46
O 10.94 -3.04 -2.20
O 10.54 -2.43 -4.63
H 9.98 -4.99 -5.04
H 10.58 -6.65 -5.14
H 11.36 -5.35 -6.07
H 11.33 -5.52 -3.00
H 12.67 -6.04 -4.03
H 13.42 -1.84 -2.67
H 12.25 -0.60 -3.22
H 13.21 -1.50 -4.43
C -10.16 -0.02 6.10
C -8.68 -0.24 6.29
O -7.97 -0.09 5.07
S -7.68 1.42 4.51
C -6.49 0.98 3.27
O -7.01 2.18 5.55
O -8.87 1.91 3.85
H -10.38 1.03 5.85
H -10.71 -0.26 7.01
H -10.55 -0.63 5.28
H -8.27 0.43 7.06
H -8.51 -1.27 6.63
H -5.61 0.56 3.76
H -6.23 1.88 2.72
H -6.94 0.25 2.60
*
```

***

2.
This record from the Open Molecules 2025 dataset describes a structure of composition C21H28IN3OsSi in a non-equilibrium geometry. The level of theory is wB97M-V/def2-TZVPD.

Its strongest force on any atom is 2.8 eV Å⁻¹. As for the LUMO energy (spin up / spin down): -7.5 / -8.7 eV. The calculated total energy comes out at -45130.3562 eV. As for the energy above the lowest of the compared OMol25 structures with the same formula, charge and spin: 19.6 kcal/mol.

```
! wB97M-V def2-TZVPD RIJCOSX def2/J DEFGRID3
* xyz 2 5
C -0.49 -4.12 -1.00
C -0.61 -3.17 -2.17
H 0.45 -4.68 -1.05
H -1.32 -4.83 -1.01
H -0.51 -3.59 -0.03
H 0.08 -2.30 -2.08
H -0.36 -3.67 -3.11
H -1.64 -2.82 -2.27
C 2.70 -1.32 1.78
C 3.75 -0.65 2.40
C 4.48 0.32 1.71
C 4.06 0.63 0.43
H 2.24 -2.20 2.19
H 4.02 -0.92 3.42
H 5.35 0.83 2.13
H 4.59 1.34 -0.21
N 2.15 -0.87 0.61
C 2.88 0.06 -0.09
C 2.25 0.55 -1.28
N 1.11 -0.14 -1.64
C 0.46 0.27 -2.78
C 1.80 2.28 -2.91
C 0.70 1.53 -3.32
H -0.28 -0.43 -3.18
H -0.01 1.88 -4.07
C 2.62 1.74 -1.93
H 3.54 2.23 -1.63
H 2.01 3.26 -3.33
Os 0.22 -1.21 -0.14
I -0.55 -2.32 2.03
C 1.22 2.20 1.88
Si -0.55 1.69 1.63
C -1.16 0.96 3.24
C -1.45 3.22 1.09
N -0.84 0.42 0.33
C -2.17 0.14 -0.09
C -2.24 -0.70 -1.20
C -3.46 -1.24 -1.62
C -4.53 -1.16 -0.73
C -4.48 -0.29 0.35
C -3.34 0.45 0.64
H 1.17 3.16 2.43
H 1.77 2.40 0.96
H 1.81 1.51 2.49
H -0.95 1.71 4.02
H -2.23 0.74 3.25
H -0.62 0.04 3.50
H -1.10 3.51 0.09
H -2.53 3.09 1.05
H -1.22 4.05 1.78
H -1.24 -1.01 -1.59
H -3.56 -1.77 -2.57
H -5.42 -1.79 -0.89
H -5.33 -0.17 1.02
H -3.28 1.17 1.45
*
```

***

3.
This record from the Open Molecules 2025 dataset describes a structure of composition C41H52GeIN3O4SiTi in a non-equilibrium geometry. The level of theory is wB97M-V/def2-TZVPD.

Its strongest force on any atom is 4.0 eV Å⁻¹. As for the LUMO energy (spin up / spin down): 0.9 / 0.9 eV. The calculated total energy comes out at -151630.3139 eV. As for the energy above the lowest of the compared OMol25 structures with the same formula, charge and spin: 75.5 kcal/mol.

```
! wB97M-V def2-TZVPD RIJCOSX def2/J DEFGRID3
* xyz -1 2
Ti 0.00 0.27 0.18
C -5.53 1.00 -2.73
C -5.89 0.04 -1.80
C -4.91 -0.58 -1.04
C -3.56 -0.26 -1.19
C -3.23 0.73 -2.11
C -4.20 1.35 -2.88
Ge -2.15 -1.23 -0.09
C -2.68 -3.11 -0.62
C -2.42 -4.20 0.21
C -2.72 -5.50 -0.17
C -3.29 -5.74 -1.40
C -3.58 -4.68 -2.24
C -3.27 -3.38 -1.85
C -3.12 -1.06 1.67
C -3.83 -2.07 2.29
C -4.43 -1.87 3.53
C -4.36 -0.64 4.15
C -3.68 0.39 3.53
C -3.07 0.18 2.30
H -6.29 1.46 -3.35
H -6.92 -0.24 -1.68
H -5.19 -1.34 -0.32
H -2.19 1.01 -2.23
H -3.93 2.11 -3.59
H -1.96 -4.03 1.17
H -2.51 -6.33 0.50
H -3.52 -6.75 -1.70
H -4.06 -4.86 -3.19
H -3.49 -2.56 -2.51
H -3.92 -3.03 1.82
H -4.96 -2.69 4.01
H -4.81 -0.49 5.12
H -3.62 1.36 4.00
H -2.53 1.00 1.84
O 0.11 0.34 2.19
C 1.17 1.03 2.06
O 1.54 1.31 0.88
C 1.96 1.44 3.23
C 1.36 1.39 4.50
C 2.10 1.74 5.62
C 3.42 2.10 5.51
C 4.03 2.13 4.24
C 3.28 1.82 3.10
N 5.39 2.44 4.14
O 5.94 2.38 3.02
O 6.01 2.75 5.18
H 0.33 1.08 4.58
H 1.63 1.71 6.60
H 4.01 2.36 6.37
H 3.75 1.87 2.13
C 3.36 -1.06 0.23
Si 1.66 -2.01 0.35
C 1.69 -3.25 -1.25
C 1.20 -2.48 -2.47
C 3.12 -3.73 -1.53
C 0.79 -4.47 -1.09
C 1.84 -2.99 2.10
C 0.81 -4.10 2.28
C 3.24 -3.61 2.20
C 1.68 -2.03 3.27
H 4.20 -1.74 0.15
H 3.51 -0.44 1.11
H 3.40 -0.39 -0.63
H 1.87 -1.64 -2.69
H 0.19 -2.10 -2.32
H 1.19 -3.13 -3.35
H 3.76 -2.90 -1.80
H 3.11 -4.44 -2.36
H 3.55 -4.23 -0.67
H -0.16 -4.22 -0.63
H 1.28 -5.25 -0.51
H 0.57 -4.90 -2.07
H 0.88 -4.85 1.49
H -0.20 -3.69 2.29
H 0.98 -4.60 3.23
H 3.43 -4.32 1.40
H 3.32 -4.15 3.15
H 4.01 -2.85 2.19
H 0.71 -1.54 3.26
H 2.46 -1.27 3.27
H 1.77 -2.58 4.21
I 0.79 2.74 -2.32
C 0.68 0.61 -1.80
H 1.73 0.32 -1.97
H 0.09 0.19 -2.62
N -1.15 1.84 0.24
C -1.44 2.96 0.08
N -1.90 4.16 -0.05
C -1.13 5.32 0.37
C -0.82 6.23 -0.82
C -2.10 6.57 -1.57
C -2.77 5.28 -2.03
C -3.11 4.42 -0.82
H -0.21 4.98 0.84
H -1.72 5.88 1.11
H -0.14 5.71 -1.49
H -0.32 7.13 -0.46
H -1.88 7.22 -2.42
H -2.78 7.11 -0.90
H -2.09 4.73 -2.68
H -3.69 5.50 -2.59
H -3.54 3.46 -1.12
H -3.82 4.94 -0.17
*
```

***

4.
This record from the Open Molecules 2025 dataset describes a structure of composition C48H49HgN6O2P2S in a non-equilibrium geometry. The level of theory is wB97M-V/def2-TZVPD.

Its strongest force on any atom is 1.6 eV Å⁻¹. As for the LUMO energy (spin up / spin down): 4.1 / 4.1 eV. The calculated total energy comes out at -97194.2061 eV. As for the energy above the lowest of the compared OMol25 structures with the same formula, charge and spin: 27.1 kcal/mol.

```
! wB97M-V def2-TZVPD RIJCOSX def2/J DEFGRID3
* xyz -2 2
Hg -0.44 0.79 -0.02
C -6.76 1.09 0.19
C -6.09 -0.10 -0.50
N -4.91 -0.58 0.16
C -3.70 0.11 0.05
S -2.47 -0.41 1.16
N -3.63 1.02 -0.86
N -2.42 1.47 -1.26
C -2.38 2.54 -2.06
C -3.56 3.47 -2.17
C -1.23 2.71 -2.87
C -1.04 3.84 -3.71
C 0.00 3.86 -4.60
C 0.87 2.77 -4.67
C 0.67 1.74 -3.75
N -0.32 1.68 -2.89
H -7.66 1.39 -0.34
H -6.06 1.93 0.21
H -7.02 0.83 1.22
H -5.79 0.20 -1.51
H -6.80 -0.93 -0.58
H -5.03 -0.99 1.08
H -4.36 3.11 -1.53
H -3.92 3.52 -3.20
H -3.28 4.49 -1.85
H -1.72 4.68 -3.63
H 0.15 4.72 -5.24
H 1.70 2.76 -5.36
H 1.37 0.90 -3.72
C 3.15 3.31 -1.78
C 2.06 2.85 -0.81
O 1.96 1.61 -0.62
C 1.35 3.86 -0.14
C 0.60 3.67 1.04
C 0.31 4.90 1.87
N 0.31 2.48 1.52
N 0.06 2.52 2.89
C -0.01 1.44 3.61
O -0.13 0.23 3.23
C 0.09 1.68 5.08
C 0.12 2.96 5.64
C 0.31 3.13 7.00
C 0.47 2.03 7.83
C 0.45 0.76 7.29
C 0.26 0.59 5.92
H 3.27 2.57 -2.56
H 4.09 3.40 -1.23
H 2.91 4.28 -2.23
H 1.53 4.88 -0.45
H 0.48 5.81 1.29
H 0.95 4.91 2.75
H -0.72 4.87 2.22
H 0.00 3.81 4.98
H 0.33 4.13 7.42
H 0.61 2.17 8.90
H 0.59 -0.11 7.93
H 0.25 -0.40 5.48
C 1.82 -1.45 -1.64
C 2.52 -1.48 -0.27
P 1.33 -1.02 1.13
C 2.66 -0.86 2.39
C 3.26 0.39 2.54
C 4.21 0.60 3.52
C 4.61 -0.44 4.35
C 4.02 -1.69 4.20
C 3.05 -1.90 3.23
C 0.62 -2.66 1.61
C -0.42 -2.71 2.53
C -1.03 -3.91 2.86
C -0.64 -5.10 2.26
C 0.41 -5.07 1.36
C 1.04 -3.87 1.05
P 0.41 -2.63 -1.89
C 1.17 -3.94 -2.91
C 0.40 -4.68 -3.81
C 0.88 -5.83 -4.40
C 2.15 -6.31 -4.08
C 2.93 -5.59 -3.18
C 2.44 -4.43 -2.60
C -0.53 -1.69 -3.15
C -0.04 -1.37 -4.42
C -0.81 -0.62 -5.29
C -2.08 -0.20 -4.91
C -2.58 -0.53 -3.66
C -1.81 -1.27 -2.78
H 2.54 -1.57 -2.46
H 1.35 -0.47 -1.72
H 3.24 -0.64 -0.27
H 3.09 -2.39 -0.06
H 2.93 1.20 1.89
H 4.65 1.58 3.65
H 5.36 -0.28 5.11
H 4.32 -2.51 4.85
H 2.59 -2.87 3.14
H -0.77 -1.79 2.96
H -1.85 -3.91 3.58
H -1.14 -6.03 2.49
H 0.74 -5.98 0.87
H 1.86 -3.91 0.35
H -0.60 -4.32 -4.06
H 0.27 -6.38 -5.11
H 2.53 -7.22 -4.53
H 3.92 -5.96 -2.92
H 3.07 -3.89 -1.90
H 0.95 -1.70 -4.72
H -0.43 -0.36 -6.27
H -2.68 0.39 -5.60
H -3.57 -0.20 -3.36
H -2.19 -1.53 -1.80
*
```

***

5.
This record from the Open Molecules 2025 dataset describes a cluster of 2 separate species, CH6NP in total in a non-equilibrium geometry. The level of theory is wB97M-V/def2-TZVPD.

Its strongest force on any atom is 4.3 eV Å⁻¹. As for the LUMO energy (spin up / spin down): 0.1 / 0.1 eV. The calculated total energy comes out at -11909.9675 eV. As for the energy above the lowest of the compared OMol25 structures with the same formula, charge and spin: 65.0 kcal/mol.

```
! wB97M-V def2-TZVPD RIJCOSX def2/J DEFGRID3
* xyz 0 1
C -0.88 -0.38 -0.61
N 1.36 0.61 -0.36
P 0.83 -0.95 -0.02
H -0.68 -0.35 -1.61
H -1.22 0.50 -0.08
H -1.56 -1.05 -0.30
H 2.31 0.78 -0.54
H 0.94 1.45 0.00
H 0.84 -1.25 2.31
*
```